16
Properties=species:S:1:pos:R:3 method="wB97M-V/def2-TZVPD" smiles="C/N=C/OCCO" e_homo_ev=-9.906 orbital_gap_ha=0.4006 e_lumo_ev=1.00 mol_weight_g_mol=103.1 e_above_lowest_kj_mol=178.1 multiplicity=1
C -0.168 -0.548 -2.480
N -0.273 -0.363 -1.045
C -0.635 0.784 -0.649
O -0.874 1.119 0.617
C -0.622 0.119 1.617
C 0.876 -0.171 1.761
O 1.270 -1.379 1.166
H 0.844 -0.868 -2.748
H -0.857 -1.341 -2.790
H -0.412 0.360 -3.052
H -0.786 1.648 -1.302
H -1.054 0.546 2.524
H -1.151 -0.807 1.363
H 1.417 0.698 1.349
H 1.138 -0.239 2.822
H 0.889 -1.358 0.269

---

164
Properties=species:S:1:pos:R:3 method="wB97M-V/def2-TZVPD" charge=-1 e_homo_ev="-2.356 / -2.289" orbital_gap_ha="0.1518 / 0.1499" e_lumo_ev="1.78 / 1.79" mol_weight_g_mol=1486.5 multiplicity=1
Pd -0.271 -0.382 -0.632
O -2.895 -0.452 0.396
S -2.466 0.238 -0.846
C -3.799 -0.074 -1.969
C -5.095 0.251 -1.570
C -6.164 0.227 -2.457
C -5.919 -0.112 -3.773
C -6.816 -0.182 -4.979
C -5.896 -0.644 -6.140
C -4.542 -0.823 -5.511
C -3.331 -1.255 -6.017
C -2.238 -1.327 -5.167
C -2.288 -0.935 -3.815
P -0.756 -1.115 -2.840
C -0.587 -2.907 -3.038
C -0.034 -3.667 -4.061
C -0.271 -5.032 -4.094
C -1.068 -5.639 -3.139
C -1.613 -4.884 -2.107
C -1.358 -3.532 -2.052
C 0.259 0.016 -3.823
C 0.300 1.278 -3.215
C 0.813 2.367 -3.882
C 1.327 2.211 -5.165
C 1.299 0.966 -5.770
C 0.756 -0.125 -5.117
C -3.521 -0.494 -3.279
C -4.623 -0.480 -4.157
C -2.867 1.939 -0.599
C -2.898 2.812 -1.668
C -3.487 4.076 -1.557
C -4.111 4.408 -0.376
C -4.924 5.604 0.045
C -5.306 5.333 1.528
C -4.770 3.957 1.827
C -4.807 3.135 2.927
C -4.034 1.963 2.933
C -3.284 1.533 1.845
P -1.763 0.458 2.070
C -2.240 -1.236 2.641
C -3.163 -1.571 3.619
C -3.433 -2.905 3.885
C -2.773 -3.910 3.199
C -1.840 -3.582 2.227
C -1.588 -2.255 1.948
C -1.343 1.392 3.575
C -1.100 2.776 3.174
C -0.310 3.680 3.752
C 0.571 3.341 4.884
C -0.011 1.403 5.638
C -1.027 0.820 4.743
C -3.388 2.287 0.656
C -4.070 3.509 0.699
H -5.255 0.535 -0.540
H -7.158 0.479 -2.114
H -7.257 0.797 -5.185
H -7.640 -0.881 -4.810
H -5.861 0.107 -6.936
H -6.246 -1.579 -6.586
H -3.224 -1.540 -7.056
H -1.306 -1.708 -5.554
H 0.585 -3.202 -4.814
H 0.158 -5.627 -4.887
H -1.261 -6.701 -3.187
H -2.230 -5.354 -1.354
H -1.762 -2.920 -1.239
H -0.075 1.396 -2.179
H 0.822 3.337 -3.407
H 1.755 3.056 -5.684
H 1.695 0.841 -6.769
H 0.738 -1.084 -5.607
H -2.494 2.477 -2.614
H -3.482 4.745 -2.406
H -5.813 5.702 -0.587
H -4.351 6.530 -0.054
H -6.386 5.404 1.685
H -4.834 6.069 2.186
H -5.372 3.398 3.811
H -3.999 1.392 3.851
H -3.683 -0.797 4.166
H -4.177 -3.161 4.628
H -2.982 -4.951 3.410
H -1.313 -4.357 1.688
H -0.878 -1.980 1.143
H -1.670 3.100 2.312
H -0.280 4.693 3.372
H 1.298 4.131 5.088
H 0.269 0.709 6.432
H -1.342 -0.197 4.945
C 3.759 -1.922 -5.469
Si 3.567 -2.801 -3.744
C 3.238 -4.659 -4.232
C 5.374 -2.855 -3.061
Sb 1.920 -1.268 -1.493
Si 2.323 -3.335 -0.036
C 1.959 -2.776 1.733
C 4.134 -3.910 -0.063
C 1.172 -4.828 -0.389
Si 3.816 0.465 -1.176
C 4.608 0.239 0.539
C 3.069 2.194 -1.493
C 5.223 0.380 -2.472
H 4.726 -2.153 -5.909
H 3.688 -0.843 -5.371
H 2.997 -2.237 -6.175
H 4.169 -5.154 -4.499
H 2.570 -4.742 -5.083
H 2.794 -5.210 -3.410
H 5.708 -3.879 -2.927
H 5.439 -2.355 -2.103
H 6.062 -2.365 -3.746
H 2.854 -2.343 2.162
H 1.619 -3.562 2.400
H 1.198 -1.995 1.705
H 4.788 -3.059 0.076
H 4.397 -4.391 -0.993
H 4.315 -4.609 0.745
H 0.143 -4.536 -0.206
H 1.397 -5.669 0.261
H 1.240 -5.163 -1.418
H 3.818 0.173 1.279
H 5.254 1.070 0.800
H 5.195 -0.674 0.584
H 2.047 2.233 -1.123
H 3.054 2.403 -2.559
H 3.627 2.982 -1.001
H 6.022 -0.276 -2.157
H 5.651 1.366 -2.612
H 4.857 0.030 -3.429
C -0.261 0.677 1.243
Ge 1.165 1.049 2.756
C 1.152 1.914 4.739
C 2.437 1.820 5.462
C 2.652 2.171 6.735
C 1.714 2.765 7.663
C 0.447 3.105 7.411
C -0.231 2.852 6.117
C 2.100 -0.536 3.652
C 3.466 -0.615 3.886
C 3.983 -1.504 4.812
C 3.143 -2.345 5.519
C 1.784 -2.319 5.254
C 1.275 -1.418 4.339
C 2.334 2.520 1.996
C 3.584 2.900 2.462
C 4.188 4.068 2.037
C 3.549 4.891 1.128
C 2.298 4.536 0.659
C 1.704 3.368 1.095
H 3.265 1.402 4.914
H 3.641 2.010 7.148
H 2.108 2.966 8.653
H -0.143 3.567 8.195
H -1.271 3.179 6.141
H 4.149 0.003 3.321
H 5.050 -1.533 4.989
H 3.549 -3.030 6.251
H 1.115 -2.998 5.767
H 0.213 -1.427 4.127
H 4.112 2.288 3.176
H 5.167 4.339 2.412
H 4.027 5.801 0.793
H 1.795 5.165 -0.062
H 0.725 3.083 0.731

---

13
Properties=species:S:1:pos:R:3 method="wB97M-V/def2-TZVPD" e_homo_ev="-9.134 / -7.976" orbital_gap_ha="0.3355 / 0.2733" e_lumo_ev="0.00 / -0.54" mol_weight_g_mol=98.1 e_above_lowest_kj_mol=523.8 multiplicity=1
N -2.280 0.598 -0.915
C -2.188 0.100 0.233
O -0.990 -0.314 0.768
C 0.130 -0.198 0.035
C 1.391 -0.176 0.770
C 2.329 -0.124 -0.510
N 3.343 0.403 -0.858
H -3.241 0.847 -1.141
H -2.981 -0.085 0.956
H 0.001 0.280 -0.929
H 1.612 -0.890 -1.109
H 1.424 0.557 1.586
H 1.729 -1.132 1.162

---

20
Properties=species:S:1:pos:R:3 method="wB97M-V/def2-TZVPD" smiles="C/C=C/NCC.O" e_homo_ev=-7.397 orbital_gap_ha=0.3002 e_lumo_ev=0.77 mol_weight_g_mol=103.2 e_above_lowest_kj_mol=245.7 multiplicity=1
C -3.043 0.169 -0.483
C -1.569 -0.071 -0.801
C -0.544 0.548 -0.118
N 0.779 0.153 -0.019
C 1.277 -0.948 -0.902
C 1.960 -0.207 -2.175
H -3.207 0.639 0.510
H -3.502 0.891 -1.224
H -3.767 -0.647 -0.305
H -1.477 -0.769 -1.629
H -0.752 1.480 0.323
H 1.263 0.687 0.699
H 0.295 -1.411 -1.121
H 1.951 -1.604 -0.362
H 3.017 -0.179 -1.996
H 1.673 0.809 -2.289
H 1.734 -0.728 -3.056
H 1.608 -0.232 3.770
H 0.201 0.054 3.266
O 0.878 0.374 3.802

---

60
Properties=species:S:1:pos:R:3 method="wB97M-V/def2-TZVPD" smiles=CC(C)(C)c1cc([C@@H](Sc2ccccc2)c2cccc(F)c2)cc(C(C)(C)C)c1[O-] charge=-1 e_homo_ev=-3.202 orbital_gap_ha=0.2097 e_lumo_ev=2.51 mol_weight_g_mol=421.6 multiplicity=1
C -4.495 -0.038 2.994
C -3.682 -0.425 1.754
C -3.711 -1.946 1.624
C -4.380 0.175 0.528
C -2.236 0.083 1.870
C -1.138 -0.763 1.896
C 0.144 -0.263 2.132
C 1.310 -1.249 2.547
C 2.744 -0.757 2.279
C 3.026 0.268 1.368
C 4.296 0.846 1.419
F 4.514 2.022 0.732
C 5.323 0.336 2.204
C 5.064 -0.787 3.009
C 3.779 -1.323 3.024
C 0.328 1.120 2.280
C -0.689 2.053 2.187
C -0.507 3.586 2.306
C -1.094 4.343 1.098
C 0.954 4.012 2.433
C -1.247 4.131 3.541
C -2.032 1.531 1.988
O -3.023 2.306 1.970
H -4.561 1.047 3.081
H -5.509 -0.449 2.929
H -4.014 -0.419 3.899
H -3.154 -2.261 0.732
H -3.266 -2.412 2.512
H -4.748 -2.302 1.529
H -3.811 -0.052 -0.377
H -5.392 -0.234 0.428
H -4.442 1.260 0.626
H -1.278 -1.842 1.771
H 1.281 -1.316 3.661
H 2.247 0.634 0.690
H 6.302 0.809 2.243
H 5.837 -1.275 3.618
H 3.531 -2.233 3.588
H 1.336 1.461 2.496
H -2.164 4.145 1.019
H -0.945 5.425 1.233
H -0.609 4.032 0.168
H 1.410 3.622 3.349
H 1.552 3.701 1.569
H 1.001 5.111 2.488
H -0.875 3.656 4.454
H -1.097 5.217 3.617
H -2.316 3.930 3.450
S 1.178 -2.880 1.957
C 2.398 -4.089 2.452
C 2.312 -4.619 3.757
C 3.187 -5.603 4.258
C 4.176 -6.178 3.455
C 4.187 -5.792 2.109
C 3.312 -4.800 1.611
H 1.525 -4.235 4.399
H 3.124 -5.927 5.298
H 4.864 -6.947 3.840
H 4.916 -6.284 1.454
H 3.336 -4.580 0.545

---

84
Properties=species:S:1:pos:R:3 method="wB97M-V/def2-TZVPD" charge=-1 e_homo_ev=-4.670 orbital_gap_ha=0.2484 e_lumo_ev=2.09 mol_weight_g_mol=879.1 e_above_lowest_kj_mol=163.8 multiplicity=1
Sr 0.504 -0.771 0.710
Br -5.011 -2.870 4.907
C -3.351 -2.224 4.227
C -3.009 -0.874 4.421
C -1.814 -0.413 3.953
C -0.872 -1.250 3.263
O 0.238 -0.791 2.875
C -1.277 -2.622 3.058
C -0.486 -3.536 2.293
N 0.654 -3.260 1.764
C 1.404 -4.208 1.105
C 1.427 -5.550 1.441
C 2.238 -6.468 0.755
C 3.059 -6.062 -0.260
C 3.103 -4.696 -0.617
C 3.946 -4.205 -1.639
C 3.969 -2.866 -1.908
C 3.138 -2.011 -1.160
N 2.323 -2.435 -0.228
C 2.286 -3.757 0.065
C -2.520 -3.068 3.553
H -3.693 -0.217 4.942
H -1.526 0.623 4.083
H -0.947 -4.521 2.127
H 0.819 -5.900 2.266
H 2.207 -7.513 1.041
H 3.686 -6.767 -0.792
H 4.568 -4.899 -2.191
H 4.605 -2.456 -2.681
H 3.148 -0.938 -1.320
H -2.810 -4.099 3.385
C 2.871 6.136 -1.737
C 2.774 4.802 -2.425
C 2.528 4.721 -3.785
C 2.463 3.489 -4.420
Cl 2.097 3.423 -6.123
C 2.662 2.324 -3.708
C 2.914 2.391 -2.344
C 2.952 3.617 -1.692
O 3.184 3.780 -0.369
C 3.396 2.643 0.466
C 2.147 1.737 0.707
O 1.070 2.296 0.940
O 2.366 0.496 0.631
H 2.339 6.899 -2.305
H 3.916 6.441 -1.649
H 2.458 6.076 -0.731
H 2.390 5.630 -4.357
H 2.607 1.362 -4.198
H 3.040 1.472 -1.793
H 3.665 3.076 1.429
H 4.220 2.028 0.096
N 0.207 0.480 -1.522
C -0.429 1.442 -1.417
N -1.200 2.501 -1.365
C -2.189 2.645 -0.292
C -1.799 3.790 0.637
C -1.607 5.074 -0.172
C -0.502 4.855 -1.206
C -0.880 3.698 -2.129
H -2.248 1.701 0.247
H -3.162 2.850 -0.756
H -0.864 3.525 1.132
H -2.574 3.917 1.396
H -1.355 5.909 0.485
H -2.542 5.322 -0.691
H 0.432 4.612 -0.691
H -0.343 5.752 -1.811
H -0.069 3.471 -2.822
H -1.767 3.979 -2.712
Cl -6.967 -4.708 1.087
C -5.514 -3.797 0.803
C -4.397 -4.441 0.294
C -3.239 -3.710 0.087
C -3.186 -2.358 0.404
C -4.317 -1.732 0.907
C -5.491 -2.444 1.099
C -1.884 -1.606 0.224
O -0.956 -2.192 -0.373
O -1.809 -0.440 0.689
H -4.436 -5.497 0.059
H -2.348 -4.175 -0.316
H -4.261 -0.681 1.159
H -6.372 -1.959 1.495